This record from OMol25 describes a cluster of 17 separate species, C76H203N17O21 in total at a distorted geometry. The level of theory is ωB97M-V with the def2-TZVPD basis set.

Geometry as XYZ:
```
317
Properties=species:S:1:pos:R:3:forces:R:3
C -4.34450 -0.28865 6.08090 -1.553 -1.879 -0.610
C -4.70300 -0.29568 4.56250 -1.428 0.078 1.271
C -3.47192 -0.45712 3.73072 0.661 -0.678 -0.438
O -2.67411 0.68883 3.94478 0.603 0.116 -0.823
C -1.81128 1.18378 2.85003 -0.887 -2.525 1.818
N -5.70577 -1.33772 4.24622 0.732 -0.402 1.068
H -3.53288 0.35637 6.28665 0.651 0.973 0.223
H -4.00609 -1.31655 6.37150 -0.298 0.609 -0.222
H -5.25835 -0.07133 6.67192 0.703 0.044 -0.232
H -5.23037 0.67211 4.34507 0.808 -0.617 -0.071
H -3.91406 -0.61823 2.71155 1.088 0.392 0.199
H -2.86321 -1.40992 4.03172 -1.102 1.353 -0.522
H -2.48609 1.59679 2.14086 0.025 0.658 -0.975
H -1.17468 0.36454 2.47373 -0.378 0.244 -0.207
H -1.17261 1.83863 3.38464 0.504 1.188 -0.050
H -5.27936 -2.27062 4.23162 -0.390 0.473 -0.115
H -6.26202 -1.17909 3.42268 0.257 0.065 -0.176
C 2.59183 -3.71093 -1.19496 0.989 -1.607 -1.173
C 3.00617 -4.15418 -2.60270 1.522 0.149 -0.574
C 3.71169 -5.52355 -2.68995 -0.415 -0.185 0.653
O 4.66680 -5.78873 -1.67854 -1.475 -0.429 0.640
C 5.72582 -4.94417 -1.75983 2.219 1.549 -1.613
N 1.85780 -4.13626 -3.55158 0.611 0.946 1.853
H 2.02193 -4.53686 -0.80184 -0.495 -0.077 0.691
H 2.00431 -2.84999 -1.38421 -0.629 0.862 0.507
H 3.49547 -3.52567 -0.58998 -0.628 0.083 -0.185
H 3.89936 -3.50247 -2.81689 -1.220 0.286 -0.750
H 4.20184 -5.65986 -3.64713 0.139 0.267 -0.561
H 3.02325 -6.32867 -2.58157 -0.950 -0.631 0.055
H 5.46760 -3.86029 -1.71230 0.073 -0.588 0.069
H 6.21345 -5.09919 -2.78119 -0.143 0.359 1.040
H 6.47374 -5.11693 -0.98398 -0.222 -0.248 -0.122
H 1.58394 -3.20725 -3.87309 0.168 -0.319 0.140
H 1.91178 -4.80580 -4.27113 0.296 -0.617 -0.988
C 1.28592 -3.51048 6.19163 0.106 0.046 -1.388
C -0.21156 -3.07228 6.19918 1.061 -1.236 -2.190
C -0.36694 -1.66980 6.60889 -2.073 -0.048 1.535
O 0.36768 -0.76447 5.93423 1.240 2.242 -1.672
C 0.05059 0.57387 6.38148 2.502 -0.758 0.127
N -0.72745 -3.28987 4.80220 -0.404 0.889 0.392
H 1.85890 -2.89489 5.43728 -0.787 -0.418 0.646
H 1.32348 -4.53295 5.80158 0.019 0.073 0.162
H 1.89862 -3.46843 7.08914 -0.533 0.144 0.451
H -0.88542 -3.72590 6.77080 0.609 0.249 0.492
H -0.05489 -1.64155 7.63947 -0.300 0.199 1.117
H -1.42093 -1.35183 6.48445 -0.093 -0.454 0.568
H 0.96956 1.15202 6.20626 -0.348 -0.005 -0.305
H 0.01326 0.54113 7.46745 -0.744 0.176 0.215
H -0.77012 1.05447 5.88016 -0.719 -0.215 -0.112
H -1.74015 -3.09440 4.90794 0.786 -0.204 -0.485
H -0.37260 -2.53161 4.19132 -0.053 -0.460 0.390
C -3.32607 -4.77343 3.76992 0.151 0.362 0.164
C -3.04450 -5.36459 2.35783 -0.834 1.297 0.660
C -3.11793 -6.84449 2.38896 -0.770 -1.609 1.925
O -2.97573 -7.39720 1.14773 0.227 -0.687 -2.381
C -2.89279 -8.83071 1.04323 -0.159 1.469 2.343
N -4.11082 -4.91674 1.43978 1.413 0.752 -2.564
H -4.17394 -5.22294 4.29482 -0.356 -0.102 -0.625
H -3.52461 -3.65585 3.75607 0.407 -1.237 -0.235
H -2.50787 -4.98122 4.46268 0.232 0.228 -0.337
H -2.05114 -5.07942 1.99318 0.050 0.174 0.214
H -4.08982 -7.13327 2.82045 -0.260 0.154 -0.130
H -2.41963 -7.30112 3.09893 0.589 0.250 0.094
H -3.79299 -9.29856 1.47446 0.374 0.069 0.429
H -1.95111 -9.11661 1.55699 -0.584 -0.440 -0.387
H -2.94384 -9.10127 0.03235 0.504 -0.108 -1.544
H -3.66423 -4.99615 0.46677 -1.174 -0.636 1.384
H -4.13607 -3.89029 1.38912 -0.144 -0.157 0.911
C -4.93418 -0.20357 -5.96830 1.528 -2.993 0.362
C -4.70391 -0.47073 -4.46982 1.311 1.211 1.338
C -5.99174 -0.17787 -3.67609 0.283 0.167 -0.509
O -6.14996 1.22795 -3.53487 -0.469 -0.222 -0.100
C -7.46113 1.54515 -3.07427 0.646 -0.678 0.370
N -4.30425 -1.84511 -4.26027 -0.232 -0.219 0.686
H -5.61183 -1.03064 -6.36374 0.464 1.253 0.425
H -3.93896 -0.40635 -6.45019 -0.911 0.586 0.099
H -5.29370 0.76330 -6.14187 -0.628 1.279 -0.541
H -3.85996 0.22165 -4.01956 -1.560 -1.010 -1.026
H -6.03230 -0.60887 -2.67252 0.266 -0.324 -0.065
H -6.80335 -0.61438 -4.28226 -0.201 0.104 0.245
H -7.40191 2.52090 -2.64839 -0.149 0.523 0.559
H -7.83507 0.79414 -2.37147 0.307 0.211 0.302
H -8.18130 1.54954 -3.85476 -0.568 0.086 -1.200
H -3.41819 -2.10320 -3.83662 0.030 0.516 -0.014
H -4.44480 -2.39423 -5.06876 -0.071 -0.635 -0.844
C -6.17009 5.02484 -3.93892 -0.521 0.459 1.040
C -5.07525 4.53942 -4.82882 0.416 -2.001 0.219
C -3.76808 4.19722 -4.08528 1.047 -0.400 -0.158
O -3.15014 5.38973 -3.58019 -0.138 -0.077 -0.033
C -1.76088 5.54749 -3.84682 -0.316 -2.323 0.825
N -5.49994 3.40251 -5.64761 -0.285 0.279 0.178
H -7.11396 5.30191 -4.38440 -0.077 -0.080 -0.995
H -5.81820 5.95835 -3.51476 0.081 0.053 0.646
H -6.50179 4.33178 -3.15059 0.721 0.082 -0.031
H -4.79253 5.30063 -5.47555 0.338 1.684 -1.355
H -3.01811 3.68587 -4.80543 -1.259 0.646 0.895
H -3.96603 3.48625 -3.25490 0.090 0.250 -0.314
H -1.58513 6.57861 -4.05310 0.461 0.735 0.321
H -1.52909 4.96579 -4.73794 0.255 0.099 -0.336
H -1.13392 5.05020 -3.02127 -0.652 1.246 -0.892
H -4.71012 3.01636 -6.14630 0.092 -0.035 -0.095
H -5.82500 2.69050 -5.01184 -0.085 -0.467 0.057
C 5.27172 5.00964 -2.28189 1.767 -0.262 0.027
C 4.27029 4.54892 -1.25691 0.099 -1.322 0.240
C 2.85507 4.40759 -1.77866 -0.840 0.196 -0.028
O 2.68949 3.47382 -2.85483 -0.296 0.517 -0.262
C 1.95421 4.01871 -3.94265 1.115 -0.569 -1.083
N 4.71652 3.20174 -0.76410 -1.257 0.304 1.345
H 6.15916 5.43720 -1.73808 -0.589 -0.487 -0.595
H 4.89285 5.80219 -2.89034 -0.390 0.628 -0.441
H 5.63650 4.18926 -2.97650 -0.562 0.793 1.023
H 4.15840 5.24822 -0.40771 0.271 0.023 -0.370
H 2.40373 5.37969 -2.08519 0.589 -0.336 0.216
H 2.27940 4.08758 -0.91324 -0.384 -0.282 0.076
H 2.21902 3.49728 -4.87508 0.530 -0.029 0.294
H 2.18046 5.06445 -4.10073 0.110 0.395 0.049
H 0.89368 3.89190 -3.97909 -1.066 -0.122 1.055
H 5.70531 3.12034 -0.76471 1.099 0.098 -0.513
H 4.52918 3.07030 0.25136 -0.294 0.266 -0.936
C 2.17690 0.90034 3.44691 -1.351 0.302 0.068
C 3.17089 1.40877 2.42191 -1.004 1.431 -0.140
C 4.51482 1.13216 2.96657 1.646 -0.016 0.688
O 5.56433 1.39367 2.04751 0.312 -0.339 0.036
C 6.81093 0.86291 2.53006 -0.318 3.964 0.337
N 2.90579 0.75865 1.16818 -2.592 -0.720 -1.004
H 1.15280 1.17671 3.14380 0.230 -0.304 -0.182
H 2.23852 1.35272 4.43183 0.606 0.200 0.114
H 2.20169 -0.17455 3.57728 0.068 -0.184 -0.094
H 2.94576 2.49661 2.29730 0.711 -0.223 0.405
H 4.55075 0.08395 3.28625 0.009 -0.226 -0.234
H 4.70947 1.71525 3.89636 -0.296 -0.059 -0.387
H 7.59251 1.16033 1.83482 -0.066 -0.048 -0.146
H 6.78232 -0.15149 2.62350 -0.164 -2.955 0.270
H 7.05077 1.35393 3.51507 -0.135 -0.550 -0.640
H 1.88852 0.95879 0.92805 1.594 -0.602 0.457
H 3.38338 1.04186 0.32707 0.790 0.505 0.272
C 7.04002 0.24239 -4.82036 0.341 -1.072 -1.305
C 5.85484 0.56963 -4.00636 -2.701 -0.795 -0.757
C 5.90037 0.24897 -2.49868 0.711 0.480 -1.026
O 6.17671 -1.10687 -2.06984 -0.556 2.237 -0.068
C 5.97267 -1.10570 -0.63244 -0.116 -0.717 -1.325
N 5.57121 2.02228 -4.08762 0.854 -0.330 -0.634
H 7.92038 0.66282 -4.44169 1.363 1.143 0.658
H 6.98194 0.49875 -5.90350 -0.312 0.034 0.765
H 7.25777 -0.81343 -4.77885 -0.202 -0.593 -0.035
H 4.97248 -0.03544 -4.43772 0.979 0.689 0.430
H 4.93791 0.57975 -2.13319 -0.406 -0.037 0.454
H 6.61914 1.04127 -2.20232 0.201 -0.809 0.862
H 6.61316 -0.33711 -0.19049 0.251 -0.516 0.332
H 6.15980 -2.16406 -0.41480 0.331 0.594 0.790
H 4.93967 -0.84657 -0.36331 -0.016 -0.075 -0.151
H 4.63976 2.20074 -3.79787 -1.036 0.325 0.629
H 5.62935 2.39256 -5.04435 0.170 -0.556 0.445
C -1.48898 -5.55714 -1.61889 0.232 0.874 0.476
C -2.13491 -4.78395 -2.75260 -0.992 -1.543 -0.267
C -3.66572 -4.82287 -2.52203 1.467 1.606 -1.144
O -3.88717 -3.95163 -1.45182 -1.562 0.179 0.510
C -5.27741 -3.55216 -1.40263 1.120 -0.529 -0.439
N -1.58816 -3.45060 -2.84796 -1.446 -0.176 -0.822
H -2.01768 -6.43394 -1.27793 -0.328 -0.301 -0.018
H -1.49063 -4.80624 -0.81517 0.032 -0.489 0.370
H -0.45046 -5.81228 -1.77044 0.348 0.001 -0.375
H -1.99002 -5.27272 -3.73043 0.192 0.042 0.258
H -4.01554 -5.81846 -2.32512 -0.213 -0.681 0.189
H -4.15682 -4.42319 -3.42227 -0.105 -0.128 0.107
H -5.40172 -3.09313 -0.46700 -0.224 0.856 1.275
H -5.97073 -4.39321 -1.41770 0.119 -0.277 -0.261
H -5.46062 -2.84747 -2.20372 -0.219 0.052 -0.273
H -1.61639 -2.97513 -1.96449 0.026 0.104 0.579
H -0.64235 -3.58606 -3.10848 1.245 0.315 -0.180
C 1.77388 -0.22248 -1.97978 -0.648 0.650 -1.745
C 0.80704 -0.06356 -3.21879 1.036 -0.913 0.285
C 1.48686 0.23126 -4.52037 1.696 0.563 -0.485
O 0.54685 0.72394 -5.46795 -0.418 -0.308 0.823
C 1.01250 0.76429 -6.78191 0.821 -0.231 0.050
N 0.16668 -1.35781 -3.48235 -1.099 0.594 0.928
H 2.45681 -1.05196 -2.23286 -0.100 0.499 0.583
H 1.18444 -0.36349 -1.08520 -0.197 -0.776 0.170
H 2.27278 0.72596 -1.76988 0.459 -0.021 -0.416
H 0.11847 0.74996 -3.03418 -0.427 0.256 0.165
H 1.97749 -0.69640 -4.91425 -0.301 0.487 0.287
H 2.28920 0.98029 -4.36551 -0.188 -0.087 -0.198
H 0.37350 1.44968 -7.31461 -0.055 0.169 -0.358
H 1.04284 -0.21032 -7.27690 -0.421 -0.238 0.066
H 2.05921 1.07868 -6.80300 0.050 0.503 -0.092
H -0.60651 -1.40708 -2.80278 0.353 -0.460 -0.596
H -0.25712 -1.31499 -4.41515 -0.127 -0.034 0.471
C 4.38705 -8.47996 0.48667 -1.084 -0.877 -0.079
C 3.78444 -7.31445 1.25378 0.213 -0.408 -1.210
C 2.34431 -7.38806 1.73646 0.133 -0.033 0.128
O 1.41313 -7.43545 0.66458 1.614 -0.695 -0.188
C 0.28866 -6.69488 0.90487 -1.307 0.380 1.999
N 4.64562 -7.09089 2.35938 0.555 1.354 1.370
H 5.43805 -8.30233 0.30793 0.239 0.255 -0.111
H 3.88236 -8.63194 -0.47727 0.140 -0.015 0.293
H 4.31637 -9.40263 1.07872 -0.074 -0.021 -0.125
H 3.88263 -6.52043 0.51713 -0.213 0.706 0.196
H 2.17527 -6.51873 2.41785 -0.094 -0.116 -0.719
H 2.27043 -8.24301 2.42534 -0.352 -0.304 -0.290
H -0.47300 -6.80460 0.15883 0.037 -0.310 -0.481
H 0.50016 -5.63455 1.04579 0.162 0.321 -0.166
H -0.16523 -7.02786 1.86744 -0.063 0.176 -0.333
H 4.18543 -6.52301 3.06212 0.202 0.049 0.098
H 5.01003 -7.89675 2.82920 -0.061 -0.616 -0.089
C -0.34858 5.80074 0.94442 -0.779 -0.134 -0.892
C 0.73040 6.08281 1.98291 0.715 -1.836 -1.308
C 0.15224 6.20362 3.36285 -0.424 0.975 2.045
O -0.35709 4.93811 3.71026 0.566 -0.756 -0.345
C -0.67976 4.73386 5.04295 0.325 1.282 1.822
N 1.73974 4.94867 1.84662 -1.208 0.674 -0.147
H -0.98970 4.92675 1.18560 0.018 0.867 0.490
H -0.03124 5.49804 -0.05814 0.996 0.167 0.199
H -0.90809 6.71726 0.70914 -0.431 -0.328 0.549
H 1.26970 6.97683 1.70655 0.114 0.424 0.080
H -0.67241 6.95977 3.52023 0.492 -0.450 -0.834
H 0.89977 6.58334 4.12234 -0.152 -0.745 -0.702
H -1.38825 5.55055 5.35853 0.319 -0.911 0.063
H 0.18387 4.74622 5.79981 -0.565 0.366 -1.260
H -1.08695 3.74362 5.19341 -0.538 -0.116 -0.381
H 1.26081 4.06719 2.01748 -0.331 0.114 -0.218
H 2.37153 4.97023 2.61289 0.895 0.360 0.782
C -2.64865 9.82443 -3.08787 0.304 0.638 -0.206
O -2.12204 10.24162 -1.87958 -0.341 1.558 0.461
C -1.10066 9.46973 -1.35517 1.539 -0.730 -1.571
C -0.72077 10.00842 0.01780 -1.335 1.985 -0.819
N 0.62643 9.71944 0.37869 0.419 0.233 1.049
C 0.92418 10.30997 1.70906 -1.160 -1.564 0.065
C 0.96131 11.81196 1.74066 2.061 0.036 0.862
O 1.22636 12.07502 3.12642 -0.172 0.357 -0.101
C 1.11677 13.44110 3.43657 0.837 0.905 1.083
H -2.00201 9.92834 -3.94574 0.558 0.657 -0.332
H -3.58615 10.30326 -3.23868 -0.578 0.821 -0.234
H -2.87369 8.81692 -3.08926 -0.526 -2.652 0.358
H -0.15899 9.49512 -2.07885 -1.554 -0.096 1.418
H -1.51233 8.44124 -1.36633 0.685 -0.083 0.425
H -1.53697 9.78469 0.74932 0.635 -0.377 -0.089
H -0.77225 11.13243 -0.05582 -0.201 -1.016 -0.285
H 0.74448 8.71925 0.34605 0.432 -0.221 0.413
H 1.76188 9.82227 2.20426 0.620 0.386 -0.550
H 0.12301 10.07238 2.44986 -0.023 -0.014 -0.482
H 0.03019 12.22727 1.46548 -1.229 0.522 -0.274
H 1.73645 12.30245 1.10977 -0.221 -0.498 0.226
H 0.10939 13.83245 3.22121 0.274 -0.025 -0.096
H 1.90321 14.02600 2.90014 -0.661 -0.209 0.061
H 1.33193 13.64184 4.54201 -0.380 -0.723 -1.400
C -7.38053 2.25328 1.61763 1.067 0.389 0.427
O -6.79710 1.93122 0.34424 -1.531 1.091 0.534
C -5.94644 0.82880 0.34632 0.770 -0.038 0.055
C -6.58270 -0.45774 0.76106 -1.118 -0.602 0.884
N -7.56585 -0.89215 -0.18561 -1.479 0.594 -1.472
C -8.35088 -2.10732 -0.04582 -0.266 0.199 0.965
C -8.94539 -2.52701 -1.37589 0.534 1.023 -0.037
O -9.87303 -1.53587 -1.82327 0.040 -0.901 -0.101
C -10.37746 -1.80157 -3.14270 0.004 2.196 0.764
H -6.61157 2.29053 2.40765 0.198 -0.310 -0.205
H -8.11476 1.53478 1.95960 -0.401 -0.132 -0.218
H -7.78379 3.27816 1.67533 -0.079 -0.513 -0.865
H -5.14056 1.03227 1.05740 0.421 -0.036 -0.037
H -5.56738 0.75444 -0.67214 0.164 0.019 -0.031
H -6.96543 -0.25165 1.80591 0.085 -0.579 -0.648
H -5.87480 -1.28804 0.79753 0.473 0.285 0.395
H -8.21017 -0.16917 -0.54064 0.778 -0.193 0.567
H -9.13528 -2.03048 0.77719 0.688 -0.226 -0.887
H -7.69026 -2.93685 0.17987 0.272 -0.170 0.527
H -9.32009 -3.55396 -1.26270 -0.470 0.256 -0.310
H -8.09900 -2.50585 -2.08481 -0.176 -0.387 0.032
H -10.53656 -0.76508 -3.57872 -0.507 -1.351 0.423
H -11.26969 -2.42840 -3.06375 0.035 0.184 -0.388
H -9.61785 -2.21961 -3.76827 0.525 -0.737 -0.363
C 10.81937 -0.95375 1.64731 0.102 -0.911 0.588
O 9.72142 -1.87574 1.73073 0.100 0.682 1.990
C 10.05147 -3.13635 1.25235 -0.550 -1.458 -1.891
C 9.03475 -4.23136 1.63879 -0.746 1.803 -0.512
N 7.68411 -3.82535 1.18454 0.987 1.361 0.128
C 6.56128 -4.64305 1.60078 0.335 1.034 1.051
C 5.27194 -3.81278 1.76738 1.188 -1.101 -0.133
O 5.47183 -2.66847 2.52326 -0.307 1.029 -1.047
C 5.89939 -2.82499 3.81330 0.373 0.903 1.156
H 11.73491 -1.53892 1.82365 0.024 0.354 -0.263
H 10.84756 -0.13206 2.41262 -0.795 -0.801 -0.762
H 10.75850 -0.61484 0.63266 0.618 0.842 -0.520
H 11.04588 -3.54644 1.53496 -0.254 0.730 0.054
H 9.97819 -3.07063 0.13393 0.496 -0.242 0.543
H 9.09056 -4.36401 2.70817 -0.105 -0.358 0.703
H 9.35319 -5.11271 1.12486 0.164 -0.800 -0.208
H 7.60757 -2.83661 1.50925 -0.452 -1.118 -0.378
H 6.74367 -5.06274 2.58849 0.160 -0.324 0.377
H 6.43979 -5.49089 0.95960 -0.363 -0.431 -0.452
H 4.58012 -4.46462 2.26279 -0.778 -0.448 0.218
H 4.86773 -3.47957 0.84007 -0.268 0.168 -0.741
H 5.90412 -1.79414 4.20038 -0.157 -0.455 0.402
H 6.91954 -3.17222 3.90985 0.499 -0.340 -0.161
H 5.26807 -3.48027 4.41455 -0.301 -0.035 0.087
C -1.28108 2.80846 -1.53551 0.205 0.874 0.746
O -1.51040 1.66804 -0.80701 -0.891 -1.610 0.813
C -2.52942 0.81934 -1.33446 1.902 -0.388 -0.302
C -2.62144 -0.40272 -0.45246 -0.354 -0.432 0.870
N -1.39042 -1.09330 -0.01262 -1.581 0.218 -1.297
C -1.68098 -2.07503 1.00489 0.762 -0.141 -1.611
C -0.39506 -2.78650 1.23912 1.335 -0.223 0.247
O 0.59037 -1.89103 1.83011 -1.479 0.084 0.229
C 1.90940 -2.30661 1.72816 1.237 -2.107 -2.793
H -1.05402 2.60784 -2.55836 0.323 -0.249 -1.060
H -0.41224 3.22922 -1.02719 -0.028 0.580 -0.395
H -2.14117 3.48095 -1.50886 -0.049 0.295 0.074
H -2.21622 0.51697 -2.32758 0.228 -0.142 -0.595
H -3.46665 1.33697 -1.48272 -0.545 0.195 0.382
H -3.14791 -1.21502 -0.98632 -0.422 0.563 0.136
H -3.22114 -0.07768 0.42320 0.098 -0.395 -0.115
H -0.60547 -0.55381 0.24196 0.614 1.159 0.348
H -2.43634 -2.75186 0.58704 0.174 -0.229 0.153
H -2.05511 -1.68534 1.91226 -0.561 0.682 1.190
H -0.02192 -3.13375 0.24326 -0.106 -0.181 0.880
H -0.54132 -3.54218 2.00081 0.075 -0.819 -0.236
H 2.28452 -2.06939 0.69798 0.118 0.733 1.081
H 2.14029 -3.41744 1.64012 -1.171 0.516 0.785
H 2.54397 -1.96690 2.51580 0.177 0.741 0.363
```
Forces are in eV/Å.

## Properties
* total energy: -5527.706072 Ha
* frontier orbital gap: 0.334 Ha
* multiplicity: 1
* ΔE to the lowest compared entry with this formula, charge and spin: 14.8 kcal/mol